Record 1
Here is a molecular structure, H2ORb from the Open Molecules 2025 dataset. Energies are from wB97M-V/def2-TZVPD.

Output
* HOMO energy: -17.499 eV
* ΔE to the lowest compared entry with this formula, charge and spin: 1.546 eV
* charge: +1
* spin multiplicity: 1
* HOMO-LUMO gap: 13.32 eV

The geometry in XYZ format:
```
4
Properties=species:S:1:pos:R:3:forces:R:3:lowdin_charge:R:1
H 15.749001 -6.043615 -4.397787 0.7 -0.1 -0.1 0.076
O 15.003757 -5.501104 -4.655682 4.6 -1.6 -2.1 -0.392
H 14.735691 -5.850016 -5.505756 0.4 -0.2 -0.7 0.045
Rb 13.169015 -4.955249 -3.753250 -5.7 2.0 2.9 1.270
```
Positions in Å, forces in eV/Å.

---

Record 2
Here is 2 unconnected molecules or ions with the total composition H2OS2 from the Open Molecules 2025 dataset. Energies are from wB97M-V/def2-TZVPD.

Output
* HOMO energy: -8.664 eV
* SMILES: O=S.S
* ΔE to the lowest compared entry with this formula, charge and spin: 1.992 eV
* spin multiplicity: 1
* HOMO-LUMO gap: 6.47 eV

The geometry in XYZ format:
```
5
Properties=species:S:1:pos:R:3:forces:R:3:lowdin_charge:R:1
H -0.772067 -1.706571 -1.001912 0.0 0.1 0.0 -0.213
S 1.393245 0.787806 1.042558 0.1 0.4 0.9 0.669
H -0.680632 0.142920 -1.607613 0.0 -0.1 0.0 -0.221
S -1.502440 -0.593181 -0.846413 0.1 0.1 0.1 0.456
O 1.561894 1.369026 2.413380 -0.2 -0.4 -1.0 -0.691
```
Positions in Å, forces in eV/Å.

---

Record 3
Here is 2 unconnected molecules or ions with the total composition H2P2S4 from the Open Molecules 2025 dataset. Energies are from wB97M-V/def2-TZVPD.

Output
* HOMO energy: -8.282 eV
* ΔE to the lowest compared entry with this formula, charge and spin: 1.049 eV
* spin multiplicity: 1
* HOMO-LUMO gap: 6.34 eV

The geometry in XYZ format:
```
8
Properties=species:S:1:pos:R:3:forces:R:3:lowdin_charge:R:1
P -2.333084 -1.805936 -0.456371 -0.5 -0.4 0.5 -0.202
H 2.066053 2.577263 0.358231 0.0 -0.9 0.0 -0.176
S 2.179323 1.207312 0.416984 -0.9 1.0 -0.2 0.433
H 3.444323 1.307444 0.717542 1.0 -0.1 0.2 -0.250
S -1.352450 -3.437054 -0.252571 0.0 0.0 -0.1 0.005
S -1.241440 -0.425706 -1.802533 0.5 0.7 0.1 0.055
P -1.084585 0.885776 -0.260403 -0.5 -0.9 0.4 0.086
S -1.678142 -0.309097 1.279124 0.4 0.7 -1.0 0.050
```
Positions in Å, forces in eV/Å.

---

Record 4
Here is H2S in the gas phase from the Open Molecules 2025 dataset. Energies are from wB97M-V/def2-TZVPD.

Output
* HOMO energy: -9.816 eV
* SMILES: S
* ΔE to the lowest compared entry with this formula, charge and spin: 0.001 eV
* spin multiplicity: 1
* HOMO-LUMO gap: 10.86 eV

The geometry in XYZ format:
```
3
Properties=species:S:1:pos:R:3:forces:R:3:lowdin_charge:R:1
H 0.928200 -0.367168 0.176588 0.1 0.0 0.1 -0.232
S -0.212973 -0.268643 -0.508980 0.0 -0.1 -0.2 0.465
H -0.715228 0.635812 0.332393 0.0 0.1 0.1 -0.233
```
Positions in Å, forces in eV/Å.

---

Record 5
Here is 15 unconnected molecules or ions with the total composition H30O15 from the Open Molecules 2025 dataset. Energies are from wB97M-V/def2-TZVPD.

Output
* HOMO energy: -9.382 eV
* ΔE to the lowest compared entry with this formula, charge and spin: 3.132 eV
* spin multiplicity: 1
* HOMO-LUMO gap: 8.17 eV

The geometry in XYZ format:
```
45
Properties=species:S:1:pos:R:3:forces:R:3:lowdin_charge:R:1
H -1.500405 -3.081598 -1.046190 0.9 0.3 0.0 -0.048
H -0.103419 -2.352745 1.265954 0.9 -0.6 -1.9 0.024
H -1.520149 0.981031 -4.670974 -0.2 -0.2 -1.5 0.009
H -1.817375 2.097324 3.176772 -0.1 0.4 0.8 0.046
H 0.194240 2.917139 -0.620793 0.2 0.8 -0.2 -0.038
H 0.797215 -0.139414 0.138944 0.3 0.1 0.8 -0.030
O -3.118510 -0.595696 -1.052267 1.0 -0.8 -1.0 -0.043
O 1.462513 1.856777 1.561262 2.1 -0.6 0.8 -0.020
O -2.515144 -0.274760 1.691279 -0.8 0.0 0.0 -0.063
O -0.377506 -2.167390 -2.185734 1.8 -0.2 0.3 -0.033
H 1.133115 1.476255 -1.386658 -1.6 -1.8 -0.4 -0.008
O -1.119275 2.025026 2.535161 -0.3 -0.4 -0.5 -0.049
H -3.309797 -0.699712 1.335332 0.3 0.2 0.2 0.053
H 0.588561 -0.863820 2.981652 -0.1 0.2 0.0 -0.020
H -1.076602 -1.880741 -2.752397 -0.9 0.5 -0.8 0.060
O -0.523610 -1.985957 2.005437 -0.6 -0.2 1.6 -0.010
H -1.841377 -0.965788 1.661694 0.1 0.0 0.2 -0.010
O -0.054159 0.025941 -0.263589 -0.8 0.8 -0.3 -0.040
H 0.543119 1.892118 1.710330 -2.2 0.6 0.6 -0.022
H 1.077433 0.532111 2.840231 0.4 1.1 -0.7 -0.050
H 1.424826 1.012510 -3.695564 -0.4 1.2 -0.3 0.064
H -2.053157 -3.900773 0.204476 0.0 0.6 -1.2 0.049
H -0.855229 0.811469 -3.376608 -0.5 0.3 0.3 -0.011
H 3.005013 0.442833 1.992602 -0.5 0.3 -0.1 -0.040
H -1.508109 1.289351 2.031115 0.2 0.1 -0.4 0.010
O 0.921512 -0.122568 3.491259 -0.3 -1.3 1.4 -0.040
H -0.024103 -0.577362 -0.996063 -0.4 -0.6 -0.8 -0.014
O 3.605172 0.380710 2.729910 0.9 0.0 0.5 -0.044
O -2.248891 -3.535207 -0.688334 -1.1 -1.3 1.4 -0.059
O 1.653835 2.208328 -1.139929 1.7 1.3 -0.2 -0.027
O -0.679333 3.129624 -0.309925 -1.0 -0.7 0.6 -0.027
O -1.623436 1.248360 -3.778003 0.5 0.0 1.2 -0.035
H 2.910860 -0.697558 0.350992 0.0 0.1 0.3 0.072
H -3.807374 -0.176808 -0.572138 -0.8 0.8 0.5 0.015
H 2.071940 -1.926068 0.151465 -0.1 0.2 0.3 0.087
H -0.385727 -2.650033 2.690319 -0.3 0.1 0.3 0.101
H -0.948911 4.006682 -0.554062 0.3 0.5 -0.3 0.036
O 2.065601 -1.076896 0.628948 1.1 -1.0 -0.6 -0.030
H -2.298093 -0.379019 -0.592302 -0.2 0.3 0.2 0.001
O 1.037335 0.216246 -3.342976 0.8 -0.4 0.0 -0.038
H 1.566599 2.084940 0.655743 0.1 0.5 -1.1 -0.019
H 1.844571 -0.302282 -3.393118 0.0 -0.8 0.2 0.062
H 4.402310 -0.067354 2.440148 0.0 0.0 -0.1 0.029
H 0.454743 -2.087029 -2.691495 -0.9 -0.1 0.2 0.068
H 2.549177 1.871804 -1.161906 0.4 0.2 0.0 0.081
```
Positions in Å, forces in eV/Å.

---

Record 6
Here is 15 unconnected molecules or ions with the total composition H30O15 from the Open Molecules 2025 dataset. Energies are from wB97M-V/def2-TZVPD.

Output
* HOMO energy: -9.788 eV
* ΔE to the lowest compared entry with this formula, charge and spin: 7.250 eV
* spin multiplicity: 1
* HOMO-LUMO gap: 8.98 eV

The geometry in XYZ format:
```
45
Properties=species:S:1:pos:R:3:forces:R:3:lowdin_charge:R:1
H 1.059972 -2.183414 -0.242723 0.1 1.8 0.0 0.092
H 1.773030 -2.647036 2.719982 -0.7 -3.9 1.4 0.018
H -1.189911 -3.079485 1.283908 -0.1 -0.6 -0.2 0.017
O -0.381852 3.692817 -0.648188 1.9 1.8 -2.0 -0.092
O -0.759135 -0.012603 -0.213759 -2.0 2.5 -2.9 -0.122
H -4.804799 1.428173 0.697129 3.6 2.1 -0.4 -0.061
H 2.189223 4.538034 1.040550 -0.7 -0.3 1.7 0.010
O 0.937895 -1.199777 -0.104101 2.1 -3.9 0.5 -0.135
H 3.081229 -1.368629 -0.024447 0.0 2.0 0.4 0.001
H 0.957509 -1.401557 2.318893 1.4 -0.9 0.7 0.076
H 4.210854 1.104176 -0.551614 -0.1 -0.4 -0.2 0.011
H -0.110023 4.232717 -1.465549 -0.3 -1.3 1.9 0.102
H -0.406318 0.430978 0.550515 0.2 0.7 -0.1 0.029
H -1.789339 -4.240738 2.042404 -0.5 -0.3 0.8 0.027
H 2.817966 -2.726669 -0.007756 0.7 -0.1 -1.2 0.058
O 4.123481 2.049404 -0.435500 1.4 0.6 0.1 -0.072
H -0.109728 0.146541 -1.011124 -1.8 -0.4 2.7 0.124
H 2.190648 0.146134 -3.293492 -0.2 0.3 0.6 0.067
H -2.257380 1.952170 0.255184 -0.7 1.4 -1.4 0.047
O -5.551591 0.939866 0.776860 -3.9 -2.5 0.2 -0.030
O 1.509333 -2.867516 -3.383081 0.3 0.6 -1.7 -0.065
O 2.041472 0.072056 4.416730 -1.0 3.8 1.7 -0.058
O 3.110000 -2.049261 -0.666293 0.8 -2.7 0.5 -0.067
H 1.826421 4.072627 -0.381524 0.1 0.2 0.3 -0.011
H 5.065974 2.357118 -0.405587 -1.4 -0.3 0.0 0.064
H 0.550569 -1.149231 0.769012 -0.2 -0.2 -0.6 0.005
H 2.235569 -0.537553 3.761916 0.7 -1.8 -2.2 -0.073
O 2.409749 4.624935 0.143290 1.0 0.6 -1.9 -0.031
H 1.925518 0.966152 3.980302 0.4 -1.8 0.8 0.073
H -4.304220 -0.826752 -1.284324 0.1 -0.2 -0.5 0.029
H 2.191798 -1.195866 -2.784976 1.0 -4.6 -0.5 -0.084
O 1.857504 -1.796756 2.440346 -0.4 4.3 -1.5 0.002
H 0.383477 3.180036 -0.365026 -0.1 0.0 -0.3 0.013
H 0.600387 -2.538360 -3.354997 0.0 -0.1 0.2 0.053
H -3.241169 2.811300 -0.645654 -1.6 -0.5 -0.4 0.012
H -5.189215 -0.848936 -2.619945 0.5 0.3 1.2 0.071
O -3.152580 -0.409297 1.241797 -0.9 -1.1 -3.8 -0.018
O 1.985419 -0.374515 -2.497449 -0.8 5.2 0.2 -0.026
H -2.793040 -0.343565 2.072325 1.3 0.1 3.1 -0.004
O -2.387581 2.805493 -0.263206 0.3 -1.8 1.9 -0.084
O -5.019327 -0.393775 -1.762012 -0.4 -0.2 -0.8 -0.060
O -1.296836 -4.048259 1.258144 0.7 1.0 -0.6 -0.041
H -2.656096 -1.087164 0.725636 -0.2 1.0 0.7 0.048
H 1.841926 -2.434291 -4.218713 -0.4 -1.0 1.1 0.080
H -5.476767 0.210279 0.136113 -0.1 0.7 0.3 0.007
```
Positions in Å, forces in eV/Å.

---

Question: Which formula does entry 1 have?
Answer: H2ORb